Below is C24H37F3N2O14S as an isolated structure, with properties calculated with wB97M-V/def2-TZVPD.

Geometry as XYZ:
```
81
Properties=species:S:1:pos:R:3:mulliken_charge:R:1
H -1.98 -0.64 -4.38 0.26
C -5.13 -2.08 -6.77 -0.66
C 5.43 -1.84 -0.66 -0.62
H -1.80 4.04 -5.55 0.36
C 0.12 -0.36 6.64 -0.55
C 1.85 -1.61 -2.57 -0.91
F 0.50 1.78 -6.60 -0.26
C -1.30 0.56 1.15 -0.68
C -1.19 3.11 -5.35 -0.64
H 4.71 -1.31 -0.04 0.27
O 1.50 3.26 5.41 -0.27
S 1.81 -2.93 1.04 0.09
C 1.66 -2.06 -1.15 0.67
H 0.11 1.99 4.62 -0.03
H -1.52 1.43 0.48 0.27
O -2.13 -1.00 -0.69 -0.52
H 4.97 -2.76 -1.01 0.33
H -4.81 2.07 6.63 0.23
O -5.00 -2.11 -5.35 -0.22
H -3.79 2.14 5.18 0.28
C -0.86 -1.19 -1.19 0.38
O -1.99 2.05 -4.80 -0.38
H -1.14 1.96 -2.82 0.24
H -4.42 -1.35 -7.15 0.19
C 3.43 5.92 6.57 -0.63
H -0.14 1.32 -4.23 0.36
H -4.55 0.59 5.68 0.29
H 0.22 3.54 3.79 0.36
C 9.67 -3.67 -0.20 -0.63
F 0.07 3.82 -7.33 -0.27
H -0.58 3.42 5.39 0.31
O -5.60 -2.91 -3.43 -0.24
O -1.00 0.36 7.15 -0.32
O 2.98 4.60 6.25 -0.32
H 4.40 5.83 7.04 0.22
H -2.72 0.08 -2.90 0.27
H -6.14 -1.78 -7.06 0.30
C -1.18 1.39 -3.80 -0.46
H 0.87 -0.63 -4.28 0.37
H -1.99 -1.61 1.31 0.34
C -6.41 -3.78 -2.65 -0.65
H -1.63 0.82 2.20 0.24
H -0.17 -1.36 6.32 0.29
O -1.98 0.18 5.11 -0.55
H 2.74 6.39 7.26 0.29
H 10.42 -3.76 0.59 0.22
C -0.51 2.72 -6.71 0.87
H -6.14 -3.64 -1.60 0.20
H -4.88 -3.06 -7.20 0.32
H -3.25 -0.40 0.94 0.39
H 3.53 6.51 5.66 0.29
H 0.85 -0.46 7.44 0.22
O -6.62 -3.70 -5.29 -0.55
C 0.72 -0.97 -3.21 -0.53
N 0.29 -2.36 0.78 -0.44
H -0.39 3.44 -4.62 0.36
H -0.21 0.28 1.20 0.24
H -7.47 -3.55 -2.77 0.29
C -1.74 -0.06 -3.44 -0.58
C 0.29 -1.85 -0.51 0.58
C 0.24 3.06 4.76 -0.48
N 2.65 -2.68 -0.38 -0.49
C -5.82 -2.98 -4.74 0.71
H 5.69 -1.20 -1.50 0.31
C -2.18 -0.68 0.71 -0.60
C -4.08 1.51 6.03 -0.63
H 10.11 -3.10 -1.02 0.29
C -1.98 0.55 6.26 0.91
O -2.96 1.23 6.86 -0.34
F -1.47 2.22 -7.56 -0.25
O 1.09 5.49 5.37 -0.53
C -0.64 -0.74 -2.58 0.34
C 7.55 -2.78 -0.50 0.75
H 0.59 0.18 5.82 0.23
H 2.81 -1.75 -3.14 0.37
C 1.79 4.55 5.65 0.74
H 9.38 -4.66 -0.53 0.29
O 8.56 -2.97 0.36 -0.33
O 6.58 -2.12 0.14 -0.33
O 7.52 -3.13 -1.65 -0.54
H -6.22 -4.82 -2.91 0.30
```

Results
- Total charge: 0
- F_max: 0.098 Eh/bohr
- Highest occupied orbital energy: -8.442 eV
- LUMO level: -0.91 eV
- Kohn-Sham gap: 7.53 eV
- Energy: -2797.3045 Ha

***

Below is C24H37FeO2Si as an isolated structure, with properties calculated with wB97M-V/def2-TZVPD.

Geometry as XYZ:
```
65
Properties=species:S:1:pos:R:3:mulliken_charge:R:1
H 7.97 2.52 -0.92 0.41
C 3.38 -2.33 -0.01 -0.13
H 8.35 -0.16 -0.48 0.29
H 1.40 -3.06 -0.45 0.23
C 2.43 -0.28 -0.79 0.84
H 3.43 -3.02 0.85 0.39
C -2.31 2.34 -0.53 -0.49
C -1.66 1.51 2.26 -0.65
H 5.99 2.06 -3.26 0.37
H -9.05 -0.47 0.32 0.33
H -4.13 1.96 -1.72 0.44
C -2.66 -0.59 2.00 -0.74
C -8.05 -0.30 -0.09 -1.03
H -7.86 -1.06 -0.87 0.30
C -2.88 0.77 2.44 -0.60
C -2.68 0.23 -1.53 -1.15
H -6.99 0.20 3.71 0.30
Fe -2.23 0.72 0.51 -0.35
H -2.49 3.35 -0.18 0.51
C 3.12 -0.89 0.44 -0.72
H -8.51 0.47 2.83 0.34
C -1.33 0.34 -1.26 -0.06
H 6.23 2.83 -0.84 0.38
C -1.28 -0.70 1.55 -0.46
C -0.66 0.60 1.72 -0.41
C 6.75 0.89 -1.61 1.53
H -5.81 -2.20 2.65 0.32
H 3.16 0.23 -1.44 0.13
O 5.53 0.18 -1.24 -0.28
Si -6.78 -0.35 1.28 -0.04
C 7.68 -0.31 -1.34 -0.84
C -3.44 1.45 -1.04 0.16
H 4.02 -0.37 0.74 0.37
H -0.77 -1.61 1.28 0.42
H 6.11 -1.81 -1.73 0.27
H 8.20 -0.70 -2.21 0.32
H -0.07 2.09 -0.58 0.58
H 1.66 0.47 -0.51 -0.55
H 7.74 1.76 -3.30 0.41
C -5.23 0.45 0.68 -0.11
H 2.38 -0.88 1.26 0.38
H 2.51 -3.32 -1.80 0.30
H -7.38 -2.65 1.94 0.33
C 7.00 2.07 -0.68 -1.73
O 1.82 -1.35 -1.57 -0.46
H -3.80 1.15 2.87 0.58
H -8.05 0.68 -0.58 0.32
C 2.25 -2.62 -0.98 -0.55
C -6.44 -2.13 1.74 -1.04
H -0.54 -0.36 -1.52 0.59
C -4.23 0.91 0.07 0.52
H -3.20 -0.60 -2.04 0.45
H 4.34 -2.38 -0.56 -0.16
C -7.41 0.57 2.77 -1.05
H 6.62 0.45 -3.73 0.37
H -3.35 -1.42 2.08 0.38
H -7.18 1.64 2.69 0.34
H -5.91 -2.66 0.93 0.32
C -1.07 1.68 -0.71 -0.63
C 6.37 -1.01 -1.02 -0.57
H 7.01 1.75 0.36 0.37
H 6.32 -1.37 0.03 0.36
H 0.40 0.82 1.61 0.75
C 6.76 1.31 -3.07 -1.68
H -1.51 2.55 2.55 0.49
```

Results
- Multiplicity: 6
- ΔE to the lowest compared entry with this formula, charge and spin: 0.00 kcal per mole
- Total charge: 0
- F_max: 0.090 Eh/bohr
- Highest occupied orbital energy (alpha / beta): -4.264 / -8.178 eV
- LUMO level (alpha / beta): 0.76 / -0.24 eV
- Kohn-Sham gap (alpha / beta): 5.03 / 7.94 eV
- Energy: -2640.0123 Ha

***

Below is C24H37N3O4S as an isolated structure, with properties calculated with wB97M-V/def2-TZVPD.

Geometry as XYZ:
```
69
Properties=species:S:1:pos:R:3:mulliken_charge:R:1
H 1.77 -2.90 -2.19 0.23
C -1.77 2.50 0.00 0.06
C 1.98 2.51 0.29 0.12
C -5.13 -0.12 -1.19 -1.11
C -2.11 -1.89 2.01 -2.17
O 4.71 2.42 1.06 -0.80
C 0.49 2.43 0.11 1.52
H 3.07 -2.65 0.54 0.44
N 4.51 0.07 0.26 0.42
O 5.30 2.02 -1.44 -0.70
C -4.30 -1.03 0.08 -2.18
H -0.90 -2.83 -0.65 0.16
C -0.59 3.02 2.13 -1.80
C 2.72 2.13 -0.54 -0.78
H 1.01 -1.62 2.50 0.27
H -0.22 3.86 2.57 0.50
H 1.53 -2.41 0.26 0.41
H -1.84 -2.76 1.53 0.50
H -4.56 -0.59 0.79 1.02
C 0.89 2.08 -2.17 -0.66
O -3.67 2.61 1.08 -0.37
N -2.85 -0.67 -0.13 1.02
C 2.77 -2.37 -1.99 -2.07
C -0.65 2.52 0.83 1.56
C 2.30 1.89 -2.07 -0.90
H -1.41 -2.96 -2.36 0.30
H -4.68 -0.37 -2.12 0.40
C -3.13 2.49 0.16 -0.12
H 4.60 -1.02 1.83 0.23
H -2.45 0.15 1.72 -0.01
H -1.27 -0.68 -1.33 0.43
H 3.98 0.57 1.99 1.28
H 2.27 2.62 1.30 0.60
C 0.11 2.36 -1.25 -0.13
H -2.57 -3.21 -1.14 0.48
C 2.91 -1.35 -1.01 1.02
H -1.03 -0.47 0.92 0.21
H 2.59 -2.17 3.09 0.47
H 3.11 -2.05 -2.80 0.78
H 2.37 -0.68 -1.31 0.07
C 1.99 -1.41 2.71 -1.46
H 3.19 1.70 -2.72 0.52
N -3.81 1.79 -1.07 -0.07
H 0.67 2.00 -3.58 0.04
C -2.02 -0.67 0.99 0.06
H 5.19 -1.77 -0.63 0.24
H -5.79 1.93 -1.54 0.74
C -1.77 -2.64 -1.27 -1.53
C -5.24 1.46 -0.95 -0.89
C 4.31 -1.01 -0.83 -0.80
S 4.46 1.53 -0.23 1.06
C 3.95 -0.17 1.41 -2.70
H -5.57 1.58 0.22 0.22
O -1.29 2.34 -1.22 -0.53
H -4.26 -1.99 0.09 0.86
C 2.52 -0.75 1.39 3.72
C -2.07 -1.31 -1.48 -1.13
H -0.16 2.12 2.89 0.20
H 4.62 -0.34 -1.85 0.35
H -3.32 1.66 -1.84 0.17
C 2.43 -1.88 0.59 -2.01
H -3.17 -2.25 2.18 0.31
H 1.72 0.10 1.09 -1.05
H 3.60 -3.41 -1.63 0.24
H -6.15 -0.34 -1.01 0.49
H 2.10 -0.28 3.50 0.23
H -1.59 -1.71 2.80 0.80
H -2.62 -0.76 -2.09 1.03
H -1.77 3.05 2.75 0.20
```

Results
- ΔE to the lowest compared entry with this formula, charge and spin: 613.60 kcal per mole
- Total charge: 0
- F_max: 0.370 Eh/bohr
- Highest occupied orbital energy: -7.405 eV
- LUMO level: -0.57 eV
- Kohn-Sham gap: 6.83 eV
- Energy: -1799.2237 Ha

***

Below is a 2-piece molecular cluster, C24H37NO8P overall, with properties calculated with wB97M-V/def2-TZVPD.

Geometry as XYZ:
```
71
Properties=species:S:1:pos:R:3:mulliken_charge:R:1
H -6.43 2.13 -1.10 0.39
H -3.37 3.18 -0.77 0.32
H -3.63 2.72 3.60 0.26
C -1.36 0.51 -1.16 0.33
H -4.12 2.37 1.21 0.07
C -0.83 -0.58 1.37 0.26
H 9.60 -2.28 -3.64 0.37
H -6.43 -2.35 2.27 0.38
H -0.56 -0.77 4.46 0.35
C -2.99 0.43 -0.77 0.43
H -4.39 1.01 3.80 0.14
H 4.62 0.70 1.64 0.26
H 1.77 0.97 -1.21 0.25
H -4.33 -3.70 0.53 0.33
C -5.10 -0.30 0.90 -0.27
C 2.41 0.09 0.98 0.59
H -7.02 3.54 0.75 0.25
H 4.61 -3.23 -0.20 0.32
C 4.74 -0.86 -0.05 0.05
H -5.80 4.93 0.42 0.33
C -4.92 3.15 1.58 0.14
H -5.10 2.48 4.77 0.28
C -3.49 -0.24 0.48 -0.11
C 4.00 0.41 0.68 -0.80
C 3.98 -2.32 0.22 -0.80
O -4.38 -2.97 -0.15 -0.50
C 7.09 -1.47 -3.32 0.39
H 5.18 -2.06 -4.05 0.32
H 10.20 -0.68 -4.17 0.37
H -3.93 3.33 -2.56 0.35
H -5.22 -0.31 2.07 0.46
O -6.59 -1.68 -1.21 -0.64
H -4.38 4.09 2.08 0.32
H 2.26 -1.04 4.66 0.32
O -5.66 2.48 2.69 -0.41
O -0.97 0.92 -2.38 -0.63
C -4.02 1.16 -1.83 -0.87
H 3.87 -2.47 1.39 0.05
C -5.73 3.07 -1.07 -0.65
C -4.19 2.80 -1.55 -0.48
O -0.21 -1.54 3.88 -0.51
H 3.74 -0.19 3.79 0.26
O -2.95 -1.69 2.52 -0.65
O 6.98 -1.07 -2.17 -0.49
C 6.19 -2.48 -3.98 -0.85
C 2.87 -0.99 3.65 -1.13
C 0.24 -0.94 2.60 -0.37
C -4.66 2.16 3.73 -0.53
H 6.55 -2.71 -4.98 0.38
H 4.03 1.31 -0.09 0.29
C 9.47 -1.20 -3.54 -0.84
H 9.58 -0.89 -2.50 0.33
H 4.89 -0.73 -1.21 -0.01
H 8.00 0.15 -3.78 0.40
C -0.27 0.13 0.00 0.34
C 1.86 -0.59 2.37 0.58
H 5.81 -0.97 0.45 0.23
H -5.05 0.59 -1.81 0.34
C 1.32 0.48 -0.23 -0.76
H -6.19 3.84 -1.85 0.33
H 2.92 -2.38 -0.30 0.26
C -5.90 3.76 0.41 -0.90
O -6.82 -2.66 1.39 -0.53
H 6.17 -3.39 -3.38 0.28
H 8.03 -0.98 -5.04 0.39
H -3.56 0.96 -2.92 0.38
H -5.70 0.64 0.48 -0.28
H 3.34 -2.05 3.48 0.27
P -5.79 -1.97 0.15 0.95
N 8.12 -0.83 -4.03 -0.05
C -2.43 -0.93 1.55 0.36
```

Results
- ΔE to the lowest compared entry with this formula, charge and spin: 366.55 kcal per mole
- Total charge: +1
- F_max: 0.158 Eh/bohr
- Highest occupied orbital energy: -10.471 eV
- LUMO level: -4.45 eV
- Kohn-Sham gap: 6.02 eV
- Energy: -1933.8850 Ha

***

Below is a 5-piece molecular cluster, C24H38BO18S3 overall, with properties calculated with wB97M-V/def2-TZVPD.

Geometry as XYZ:
```
84
Properties=species:S:1:pos:R:3:mulliken_charge:R:1
C 5.53 -0.22 -5.03 -1.27
H 8.69 -3.22 -3.15 0.35
C -7.24 5.24 3.54 0.51
C 3.06 0.70 2.85 -1.63
C 2.33 1.20 -4.40 0.63
C -6.57 -3.19 3.58 0.61
O -5.64 -2.38 5.51 -0.34
C 7.66 -5.98 -4.06 -1.26
H -1.16 -2.42 -0.91 0.37
O 3.04 2.36 -4.37 -0.30
C 2.49 0.75 1.44 1.71
H 4.28 0.96 -6.35 0.26
H 5.98 -0.56 -5.96 0.30
H -4.29 1.58 3.06 0.18
O -4.56 0.79 2.59 -0.59
H -7.30 -3.59 1.58 0.29
H -6.77 3.70 5.01 0.36
O -6.01 -4.26 4.38 -0.40
O -6.27 3.22 3.07 -0.23
O 7.97 -2.45 -4.95 -0.29
C 2.76 2.73 0.12 0.44
C 4.38 0.74 -5.29 0.57
H 1.01 1.68 -0.49 -0.97
C -5.83 -2.00 4.13 -0.46
O -4.38 4.02 2.14 -0.48
H 7.30 -5.81 -3.05 0.36
C 1.65 2.46 -0.87 1.57
O 3.12 0.19 -4.85 -0.38
H -1.02 -0.68 -0.96 0.40
S 0.68 3.95 -1.13 -0.23
H -3.82 1.45 -0.24 0.27
C 8.24 -4.72 -4.68 0.49
H 6.96 -3.46 -3.46 0.35
H 3.15 -0.32 3.21 0.39
C -5.41 4.20 2.69 0.56
O 1.21 1.08 -4.07 -0.50
H 2.10 2.11 -1.79 -0.38
O 3.36 1.63 0.65 -0.40
H 4.98 2.82 -4.96 0.33
H -4.86 -1.86 3.66 0.31
O -5.90 5.41 3.04 -0.37
O 1.36 -0.72 -0.13 -0.08
C 7.58 -3.07 -6.09 0.64
H 9.31 -4.83 -4.85 0.26
C -7.18 3.80 4.00 -0.65
H -8.15 3.30 3.95 0.31
H 6.32 0.25 -4.45 0.36
O 3.18 3.85 0.36 -0.63
S -1.26 1.36 0.80 -0.39
C -6.35 -3.43 2.09 -1.15
H -6.68 6.84 4.88 0.33
H -5.87 -2.58 1.62 0.25
C -5.56 -3.73 5.55 0.59
H 8.41 -6.77 -4.00 0.30
C -0.90 -1.54 -0.32 -0.99
S -2.02 -1.54 1.11 -0.18
O 0.92 -2.82 0.56 -0.64
O 7.63 -4.41 -5.95 -0.37
H 1.49 1.16 1.47 -0.23
C 7.95 -3.45 -3.91 -0.62
O -4.26 0.76 0.24 -0.65
C 4.42 2.02 -4.48 -0.60
O -5.18 -4.36 6.48 -0.56
H 2.43 -1.39 1.53 0.48
H -7.91 5.76 5.54 0.35
H 4.82 1.85 -3.47 0.36
H 3.38 -0.70 0.19 0.27
O 7.25 -2.50 -7.08 -0.53
H -8.34 6.94 4.32 0.30
H 5.18 -1.10 -4.49 0.28
C 0.53 -1.77 0.09 0.65
H -6.40 -1.07 4.06 0.27
H 4.05 1.13 2.86 0.38
H -1.51 2.46 1.51 0.04
B -3.71 0.58 1.50 0.75
C -7.56 6.25 4.64 -1.26
C 2.46 -0.62 0.77 -1.24
C -2.23 0.14 1.78 -0.14
H 2.42 1.22 3.54 0.34
H -7.63 -3.15 3.82 0.24
H 6.84 -6.36 -4.66 0.33
H -7.92 5.36 2.70 0.27
H -0.52 3.36 -1.23 0.11
H -5.74 -4.31 1.93 0.32
```

Results
- Total charge: -1
- F_max: 0.033 Eh/bohr
- Highest occupied orbital energy: -2.238 eV
- LUMO level: 1.75 eV
- Kohn-Sham gap: 3.99 eV
- Energy: -3511.1724 Ha

***

Below is a 10-piece molecular cluster, C24H38F36N3O4P6 overall, with properties calculated with wB97M-V/def2-TZVPD.

Geometry as XYZ:
```
111
Properties=species:S:1:pos:R:3:mulliken_charge:R:1
H 2.85 4.68 -5.35 0.38
F -2.29 -6.96 -0.06 -0.38
H 3.91 6.87 -5.14 0.43
C -1.05 2.12 -3.36 -1.40
N 2.21 7.69 -4.22 0.10
C 2.90 6.66 -4.81 -0.26
H -2.70 1.72 0.69 0.22
F -0.99 2.03 4.05 -0.34
C 3.31 -2.81 5.35 0.04
F -2.15 -2.35 -2.17 -0.34
H -1.76 -0.36 -3.71 0.19
C -0.81 -1.91 3.16 -1.19
H 1.58 -0.96 3.24 0.41
C -0.27 3.29 -3.29 -0.74
F -3.94 3.68 0.40 -0.32
H 0.53 8.44 -3.30 0.34
F -3.29 3.15 -1.76 -0.30
H 2.84 9.38 -5.10 0.35
F -4.61 5.17 -1.23 -0.42
P -3.63 -2.84 -2.52 1.29
C 2.23 5.49 -4.99 -0.80
F 3.25 0.40 -0.31 -0.34
C -3.08 0.72 0.51 -1.48
H -0.76 -2.34 0.03 -0.05
H 4.98 -4.57 1.29 0.13
F -5.21 -3.24 -2.88 -0.43
F -1.04 4.23 3.50 -0.41
C 2.77 8.97 -4.10 -1.10
F -1.72 3.85 -0.38 -0.34
C -1.92 0.20 -4.64 -0.83
F -5.71 -4.14 4.38 -0.39
H 3.28 -2.47 1.59 0.54
F -0.14 3.59 5.53 -0.38
F 0.78 -7.77 0.87 -0.41
H 1.65 -3.94 0.13 0.51
P 0.14 3.17 4.02 1.29
C -0.39 1.85 -5.58 -0.52
H -1.69 -2.43 2.79 0.35
F -3.27 -3.11 -4.10 -0.42
C 2.20 -2.57 1.71 -0.46
F 1.17 4.43 3.89 -0.42
N -1.04 1.42 -4.52 0.44
O 6.74 -7.05 2.15 -0.77
C -2.28 -0.32 1.29 0.12
H -1.57 1.64 -2.55 0.93
F -4.09 -1.32 -2.92 -0.38
H -2.97 0.51 -4.72 0.36
P -0.78 -7.29 0.50 1.28
C 5.05 -5.28 2.12 -0.06
H -3.06 0.60 -0.58 0.11
H 0.86 3.43 -6.44 0.50
F 4.00 1.51 -2.22 -0.41
H 2.12 -3.44 2.36 0.20
H -4.12 0.75 0.84 0.52
F -3.30 -1.97 4.82 -0.37
H 2.15 9.63 -3.49 0.32
F 0.54 2.90 2.46 -0.39
H -0.62 1.33 -6.50 0.40
O 7.34 -4.93 2.41 -0.75
F 1.96 1.28 -3.17 -0.39
F 1.07 0.24 -1.38 -0.42
F -2.80 5.82 0.05 -0.43
C 0.30 3.07 -5.59 -0.61
H 2.91 -2.11 4.62 -0.19
F -3.23 -4.39 -1.99 -0.36
F 2.92 -0.50 -2.29 -0.44
O 1.02 -2.79 5.98 -0.56
F -4.99 -2.88 6.10 -0.42
H -0.36 -3.49 1.37 0.31
H 1.78 -2.35 -0.40 0.02
P -3.14 4.44 -0.78 1.18
C 0.37 6.28 -3.76 -0.97
C 0.33 3.82 -4.45 1.26
F -0.85 -8.59 -0.48 -0.39
O 2.39 -3.92 7.21 -0.74
C 0.97 7.53 -3.66 -0.07
C -0.05 -2.60 0.82 -0.26
C 1.43 -2.93 0.46 -0.53
H -0.15 -2.58 3.71 0.49
F -4.14 -3.18 2.94 -0.34
H -0.44 0.72 1.80 0.25
C 2.16 -3.22 6.21 0.62
H -1.06 -0.95 3.61 0.28
F -5.52 -1.79 4.19 -0.41
F -0.80 -6.07 1.59 -0.35
H 4.29 -6.04 1.92 0.27
H -2.58 -1.32 0.95 0.28
F 1.30 2.12 4.50 -0.38
H -0.47 -0.08 0.24 -0.16
H 3.74 8.80 -3.61 0.38
H 3.75 -3.67 4.84 -0.20
C -0.77 -0.18 1.28 -0.07
H 4.88 -4.78 3.07 -0.18
C 6.47 -5.81 2.16 0.37
F 2.07 2.33 -1.19 -0.44
H 1.90 -0.42 1.63 0.23
F -0.14 -6.25 -0.59 -0.35
F -1.27 -8.33 1.65 -0.41
F -2.39 5.19 -2.05 -0.34
C 0.98 5.18 -4.42 0.64
N -0.04 -1.43 1.84 0.87
H -0.20 3.79 -2.33 0.79
H -0.62 6.12 -3.38 0.67
H 4.11 -2.41 5.97 0.38
P -4.51 -3.06 4.53 1.28
P 2.55 0.87 -1.73 1.41
F -3.50 -4.28 4.85 -0.36
F -4.05 -2.47 -0.98 -0.37
C 1.48 -1.25 2.20 -0.68
H -2.52 -0.22 2.35 0.30
H -1.70 -0.40 -5.52 0.40
```

Results
- ΔE to the lowest compared entry with this formula, charge and spin: 106.22 kcal per mole
- Total charge: -5
- F_max: 0.071 Eh/bohr
- Highest occupied orbital energy: 2.384 eV
- LUMO level: 3.39 eV
- Kohn-Sham gap: 1.00 eV
- Energy: -7046.8649 Ha

***

> Which of these has the lowest energy?

C24H38F36N3O4P6

***

> Which value of F_max does entry 4 give?

0.158 Eh/bohr

***

> Which value of total charge does entry 2 give?

0